[1]
Here is a structure of composition C42H53AuNO4P2Si from the OMol25 dataset. Energies are from ωB97M-V/def2-TZVPD.

LUMO level (spin up / spin down), eV: -2.154 / -5.267

Geometry as ORCA input:
```
! RIJCOSX wB97M-V def2-TZVPD def2/J DEFGRID3
* xyz 1 3
Au -0.1660 1.5176 -0.5854
C -2.7932 3.2637 -1.6733
P -2.6452 1.7010 -0.6709
C -3.4320 1.9563 0.9267
C -3.2775 0.8891 1.8178
C -3.8475 0.9563 3.0777
C -4.5621 2.0850 3.4581
C -4.7126 3.1453 2.5773
C -4.1513 3.0834 1.3100
C -3.6509 0.4974 -1.5633
C -3.1165 -0.0293 -2.7399
C -3.8301 -0.9613 -3.4712
C -5.0767 -1.3813 -3.0240
C -5.6039 -0.8692 -1.8491
C -4.8941 0.0686 -1.1130
C -1.4786 3.9310 -1.8845
C -1.1341 5.0528 -2.7277
C 0.2043 5.2611 -2.5749
C 0.6667 4.2793 -1.6331
C 2.0018 4.0377 -1.0421
P 2.2810 2.2016 -0.7861
C 3.0598 1.7264 -2.3519
C 2.2658 1.0715 -3.2909
C 2.7798 0.7475 -4.5372
C 4.0955 1.0622 -4.8422
C 4.8947 1.7061 -3.9060
C 4.3822 2.0382 -2.6625
C 3.5606 2.1003 0.4876
C 3.5768 2.9624 1.5826
C 4.5009 2.7809 2.6001
C 5.4085 1.7339 2.5373
C 5.3861 0.8616 1.4581
C 4.4644 1.0377 0.4402
N -0.3774 3.5105 -1.2412
H -3.4727 3.9647 -1.1795
H -3.2580 3.0228 -2.6330
H -2.7198 0.0062 1.5123
H -3.7289 0.1323 3.7674
H -5.0041 2.1371 4.4436
H -5.2688 4.0233 2.8746
H -4.2845 3.9231 0.6417
H -2.1260 0.2695 -3.0672
H -3.4098 -1.3758 -4.3771
H -5.6314 -2.1185 -3.5876
H -6.5689 -1.2062 -1.4961
H -5.3095 0.4585 -0.1932
H -1.8193 5.5998 -3.3529
H 0.8118 6.0138 -3.0472
H 2.0236 4.5162 -0.0588
H 2.8039 4.4654 -1.6444
H 1.2500 0.7912 -3.0338
H 2.1617 0.2342 -5.2606
H 4.5040 0.7947 -5.8070
H 5.9215 1.9476 -4.1450
H 5.0109 2.5442 -1.9404
H 2.8608 3.7689 1.6694
H 4.5067 3.4551 3.4457
H 6.1291 1.5953 3.3316
H 6.0808 0.0339 1.4146
H 4.4395 0.3396 -0.3877
C 1.7164 -3.9761 -2.2105
C 1.8079 -3.1471 -0.9370
C 2.4439 -1.7902 -1.2337
C 2.6038 -3.8932 0.1288
O 0.4703 -2.9735 -0.4878
Si -0.2226 -1.8953 0.5282
O -0.1723 -0.4093 -0.0265
O 0.4700 -2.0911 2.0063
C 0.9920 -1.1932 2.9754
C 1.4618 -2.0555 4.1393
C -0.1058 -0.2309 3.4196
C 2.1591 -0.4126 2.3788
O -1.8038 -2.3169 0.6321
C -2.4206 -3.4638 1.2124
C -2.5910 -3.2236 2.7084
C -1.5739 -4.7059 0.9686
C -3.7768 -3.5949 0.5329
H 2.7081 -4.1516 -2.6286
H 1.1067 -3.4574 -2.9507
H 1.2511 -4.9376 -1.9956
H 3.4494 -1.9186 -1.6370
H 2.5007 -1.1879 -0.3227
H 1.8393 -1.2445 -1.9590
H 3.6394 -4.0259 -0.1862
H 2.1629 -4.8745 0.3043
H 2.5859 -3.3435 1.0685
H 0.6188 -2.5763 4.5938
H 1.9445 -1.4436 4.9021
H 2.1727 -2.8010 3.7834
H -0.9492 -0.7824 3.8371
H -0.4554 0.3495 2.5632
H 0.2687 0.4580 4.1777
H 2.9868 -1.0810 2.1380
H 2.5202 0.3434 3.0770
H 1.8351 0.0828 1.4612
H -1.6161 -3.0795 3.1762
H -3.0850 -4.0736 3.1781
H -3.1987 -2.3329 2.8746
H -0.5962 -4.6062 1.4427
H -1.4206 -4.8607 -0.0989
H -2.0745 -5.5796 1.3870
H -4.3377 -2.6676 0.6510
H -4.3501 -4.4135 0.9686
H -3.6467 -3.7832 -0.5332
*
```

***

[2]
Here is a cluster of 9 separate species, C42H54BN12O6S in total in a non-equilibrium geometry from the OMol25 dataset. Energies are from ωB97M-V/def2-TZVPD.

LUMO level, eV: -6.042

Geometry as ORCA input:
```
! RIJCOSX wB97M-V def2-TZVPD def2/J DEFGRID3
* xyz 1 1
C 0.5629 0.9876 1.3375
N 0.2418 2.3812 0.8374
C 1.4470 3.0847 0.2564
B -0.8502 2.1525 -0.2355
O -0.6180 2.5125 -1.6589
C -2.2805 1.5353 0.3534
C -3.0674 2.3311 1.5369
C -2.5498 3.7774 2.1994
O -3.8068 4.5788 2.3739
O -4.2841 4.7329 1.1437
N -4.3147 1.7470 2.0832
N -4.7523 0.5721 1.5750
O -5.8926 0.1019 2.1873
C -5.3241 -0.7202 3.3060
N -4.9035 -1.6020 4.1822
C -4.2692 -0.3363 0.4851
S -5.1459 -1.9623 -0.0048
C -2.8577 0.1372 -0.2788
C -2.1903 -0.7325 -1.4975
C -2.9763 -0.2473 -2.8917
O -2.3932 0.7038 -3.6274
O -4.2906 -0.8309 -3.3009
H -0.0671 0.8447 2.3390
H 0.1503 0.1456 0.6003
H 1.7119 0.7821 1.4826
H 2.2622 3.1184 1.1273
H 1.9010 2.5883 -0.7017
H 1.1869 4.2297 0.0448
H 0.0140 1.8592 -2.0905
H -2.0071 3.6082 3.2330
H -1.8822 4.4025 1.4702
H -5.3035 4.7166 1.2008
H -6.5166 -1.6684 -0.1090
H -2.3723 -1.8984 -1.4231
H -1.0184 -0.5830 -1.5943
H -4.9437 -0.0993 -3.5218
N 4.1979 5.3067 -0.5665
C 5.1945 5.9075 0.1576
C 6.3506 5.1823 -0.0262
C 6.0416 4.1098 -0.8966
C 4.7064 4.2126 -1.2169
H 3.2377 5.6219 -0.6143
H 4.9959 6.7963 0.7414
H 7.3128 5.4027 0.4175
H 6.7203 3.3452 -1.2520
H 4.0761 3.6017 -1.8492
N 7.3267 3.4935 -4.2768
C 8.5082 2.9981 -4.7638
C 9.4155 4.0328 -4.8132
C 8.7598 5.1918 -4.3336
C 7.4722 4.8294 -4.0068
H 6.4802 2.9572 -4.1376
H 8.6015 1.9548 -5.0342
H 10.4393 3.9604 -5.1563
H 9.1816 6.1838 -4.2364
H 6.6489 5.4066 -3.6075
N -7.4434 2.4264 -0.1463
C -7.9228 2.4558 -1.4300
C -8.8347 3.4837 -1.5204
C -8.9033 4.0996 -0.2479
C -8.0318 3.4286 0.5805
H -6.7615 1.7689 0.2089
H -7.5761 1.7438 -2.1669
H -9.3896 3.7608 -2.4073
H -9.5214 4.9423 0.0337
H -7.7817 3.5772 1.6224
N -0.9069 -3.3780 0.8010
C 0.0898 -2.7772 1.5251
C 1.2458 -3.5024 1.3413
C 0.9369 -4.5749 0.4710
C -0.3983 -4.4721 0.1506
H -1.8671 -3.0628 0.7532
H -0.1088 -1.8884 2.1089
H 2.2080 -3.2820 1.7851
H 1.6155 -5.3395 0.1155
H -1.0287 -5.0830 -0.4817
N 4.7763 -3.7217 3.5074
C 5.8062 -4.1688 4.2936
C 6.9751 -3.6183 3.8174
C 6.6376 -2.8061 2.7085
C 5.2732 -2.8860 2.5413
H 3.8021 -3.9690 3.6226
H 5.6198 -4.8397 5.1214
H 7.9640 -3.7830 4.2253
H 7.3167 -2.2249 2.0981
H 4.6153 -2.4220 1.8187
N -3.1139 -0.7235 -6.5362
C -3.3764 -0.9240 -7.8664
C -2.4514 -0.2102 -8.5951
C -1.5974 0.4390 -7.6719
C -2.0274 0.1022 -6.4079
H -3.6391 -1.1230 -5.7693
H -4.1977 -1.5546 -8.1797
H -2.3969 -0.1632 -9.6750
H -0.7585 1.0823 -7.9040
H -1.6551 0.3798 -5.4308
N -10.0781 -2.8206 5.7874
C -8.8966 -3.3160 5.3005
C -7.9893 -2.2813 5.2511
C -8.6450 -1.1223 5.7307
C -9.9325 -1.4847 6.0575
H -10.9246 -3.3569 5.9266
H -8.8033 -4.3593 5.0300
H -6.9654 -2.3538 4.9079
H -8.2231 -0.1303 5.8278
H -10.7558 -0.9075 6.4568
N 7.4187 -7.8578 1.9559
C 8.6002 -8.3532 1.4689
C 9.5075 -7.3185 1.4195
C 8.8518 -6.1595 1.8991
C 7.5642 -6.5219 2.2259
H 6.5722 -8.3941 2.0951
H 8.6935 -9.3965 1.1985
H 10.5314 -7.3909 1.0764
H 9.2736 -5.1675 1.9963
H 6.7409 -5.9447 2.6253
*
```

***

[3]
Here is a cluster of 9 separate species, C42H54F36N10O24S12 in total in a non-equilibrium geometry from the OMol25 dataset. Energies are from ωB97M-V/def2-TZVPD.

LUMO level, eV: 0.013
Relative energy (zero: lowest compared OMol25 entry of this formula, charge and spin), eV: 0.000

Geometry as ORCA input:
```
! RIJCOSX wB97M-V def2-TZVPD def2/J DEFGRID3
* xyz -2 1
C 5.4341 6.8630 -3.6495
C 5.4959 5.3024 -3.7921
C 5.3718 4.5688 -2.4750
N 5.4538 3.0112 -2.4898
C 4.2631 2.4104 -3.3475
C 4.2612 0.8550 -3.4239
C 4.0058 0.3103 -2.0144
C 5.0969 0.8181 -1.0570
C 5.2464 2.3957 -1.0166
C 6.8387 2.5646 -2.9702
H 5.0663 7.2961 -4.5797
H 6.3873 7.3530 -3.4509
H 4.6212 7.1087 -2.9661
H 6.3286 5.0515 -4.4493
H 4.6540 4.9784 -4.4040
H 4.4645 4.8652 -1.9488
H 6.2046 4.8202 -1.8182
H 3.3468 2.8105 -2.9136
H 4.4087 2.9365 -4.2909
H 3.4804 0.6057 -4.1425
H 5.1260 0.4236 -3.9281
H 3.0504 0.6598 -1.6231
H 4.0250 -0.7754 -1.9192
H 4.9453 0.2657 -0.1297
H 6.0114 0.3288 -1.3920
H 4.3314 2.8697 -0.6612
H 5.9877 2.7966 -0.3254
H 6.8753 2.9124 -4.0026
H 6.7291 1.4828 -3.0458
H 7.6018 3.0376 -2.3521
C -0.1413 -2.3517 0.0883
C 0.0469 -0.8969 0.0489
C -0.7875 -0.1876 1.1591
N -1.2243 1.2349 0.8201
C -2.0905 1.3141 -0.4823
C -2.7899 2.6849 -0.6399
C -3.6028 3.1169 0.5988
C -2.7134 3.1977 1.8308
C -2.0843 1.7669 2.0349
C -0.0210 2.1616 0.7318
H -1.1703 -2.6352 -0.1328
H 0.1950 -2.7985 1.0240
H 0.5170 -2.7498 -0.6838
H -0.2066 -0.3663 -0.8689
H 1.0954 -0.6502 0.2160
H -0.2294 -0.1212 2.0930
H -1.7558 -0.6637 1.3134
H -2.7409 0.4565 -0.6542
H -1.3623 1.2402 -1.2899
H -3.3521 2.5150 -1.5582
H -2.0086 3.3758 -0.9565
H -4.5221 2.5326 0.6391
H -4.0861 4.0913 0.5279
H -3.2433 3.3694 2.7677
H -1.9897 4.0072 1.7350
H -2.9184 1.0675 2.0917
H -1.5016 1.6295 2.9458
H -0.1779 3.1569 0.3161
H 0.7103 1.7721 0.0235
H 0.5816 2.1651 1.6400
C 3.8275 -5.3799 -2.5595
N 2.4545 -5.7946 -2.0445
C 1.3162 -5.6670 -2.8502
C 0.0696 -5.8774 -2.3444
C -0.0563 -6.4246 -1.0234
C 1.0921 -6.5895 -0.2405
C 2.3802 -6.2500 -0.7593
C -1.4020 -6.7804 -0.3977
C -2.3129 -5.7146 -0.1426
C -3.5166 -6.0804 0.5529
N -3.9506 -7.3646 0.6359
C -3.1274 -8.3619 0.3349
C -1.7847 -8.0928 -0.0355
C -5.1499 -7.7420 1.4034
H 4.5098 -6.2215 -2.4397
H 4.1420 -4.4223 -2.1446
H 3.6268 -5.1281 -3.6008
H 1.4399 -5.4941 -3.9091
H -0.7708 -5.8516 -3.0222
H 1.0111 -6.8785 0.7969
H 3.2505 -6.4256 -0.1442
H -2.0358 -4.6948 -0.3652
H -4.2807 -5.3880 0.8740
H -3.4305 -9.3854 0.4993
H -1.1535 -8.9354 -0.2764
H -5.9354 -7.0002 1.2596
H -4.7889 -7.9169 2.4169
H -5.4844 -8.7021 1.0103
C -5.7308 5.8445 4.4773
F -6.4543 5.4173 5.5229
F -4.9290 4.8211 4.0908
F -6.5451 6.1783 3.4554
S -4.5766 7.3454 5.0310
O -4.2567 8.0845 3.8233
O -5.3561 8.1194 5.9612
N -3.3252 6.5821 5.9376
S -2.1776 6.7333 4.9631
O -2.3344 6.0535 3.7005
O -1.4779 7.9949 4.8798
C -0.9192 5.5708 5.9116
F -1.4332 4.3429 5.9676
F 0.3042 5.5183 5.3071
F -0.6984 6.1007 7.1463
C 3.9044 -2.7151 1.5951
F 3.2975 -3.7574 2.2087
F 4.8109 -3.1749 0.6897
F 2.9774 -1.9914 1.0122
S 4.8511 -1.6279 2.8465
O 5.5382 -2.6250 3.7192
O 5.7594 -0.7216 2.0720
N 3.6492 -0.8435 3.8165
S 3.7198 0.6302 3.4379
O 4.8712 1.1980 4.1158
O 3.4068 1.0210 2.0362
C 2.1746 1.2774 4.3970
F 1.1106 0.4556 4.0626
F 2.3879 1.2464 5.6810
F 1.8967 2.5356 4.1367
C 0.4983 -0.9490 -3.6672
F -0.5528 -1.6381 -3.1496
F 0.0120 -0.1224 -4.6799
F 1.2226 -0.2450 -2.8499
S 1.6241 -2.3919 -4.3795
O 2.2252 -2.8772 -3.1006
O 0.7810 -3.3808 -5.0393
N 2.5875 -1.5877 -5.4975
S 3.7709 -2.5853 -5.6542
O 4.7798 -2.4559 -4.5976
O 3.3744 -3.9378 -5.9538
C 4.5632 -1.9157 -7.3325
F 4.5497 -0.5860 -7.2050
F 5.7463 -2.3742 -7.4817
F 3.7642 -2.1854 -8.3566
C -3.4327 0.0754 5.3208
F -3.7432 0.0069 6.6466
F -3.9762 1.1745 4.7518
F -2.1538 0.2582 5.1935
S -4.0819 -1.4872 4.3794
O -5.4514 -1.5885 4.8671
O -3.9819 -1.1949 2.9346
N -2.9873 -2.7363 4.9934
S -2.3673 -3.3333 3.7954
O -3.4100 -4.0310 3.0760
O -1.4897 -2.4219 3.0433
C -1.2069 -4.7243 4.6259
F -0.2311 -4.9875 3.7728
F -0.6101 -4.1631 5.6862
F -1.8722 -5.8761 4.8388
C 0.5283 6.8908 1.0737
F 0.0561 8.1200 0.8556
F 1.2394 6.9497 2.1789
F -0.5243 6.0987 1.3237
S 1.5039 6.2312 -0.4304
O 2.3074 7.3935 -0.8765
O 2.2928 5.1198 0.0760
N 0.1658 5.9510 -1.5303
S 0.8065 4.8373 -2.3669
O 2.0383 5.2250 -3.0872
O 0.8513 3.5236 -1.6820
C -0.5107 4.5788 -3.7719
F 0.0258 3.5800 -4.4461
F -1.6434 4.1434 -3.1437
F -0.7032 5.6664 -4.5617
C -5.8339 -0.4901 -0.8195
F -5.0918 -0.1277 0.1860
F -7.1203 -0.1453 -0.5222
F -5.5261 0.1322 -1.8900
S -5.6055 -2.3996 -1.0764
O -5.7106 -2.6024 -2.5216
O -4.3513 -2.7227 -0.4421
N -6.9908 -2.9144 -0.1800
S -7.1888 -4.2589 -0.9162
O -7.8176 -4.1669 -2.2118
O -6.0701 -5.2188 -0.8135
C -8.5615 -4.9856 0.3890
F -8.7540 -6.2205 -0.0310
F -7.9918 -5.0117 1.5792
F -9.6951 -4.3274 0.3913
*
```